DFT (ωB97M-V with the def2-TZVPD basis set) results for 2 unconnected molecules or ions with the total composition CH5N2OP.

Last column: Löwdin charge in e.
Cartesian coordinates (Å):
C: -1.8433 -0.8227 -0.0093  -0.5490
N: -2.4028 -0.2619 0.7817  0.2401
N: 0.6882 -0.1686 -0.5047  -0.4350
O: -1.5329 -1.5017 -0.8647  0.1326
P: 2.0778 0.1525 0.3691  0.6143
H: 0.4041 0.8131 -1.0366  0.1226
H: -2.2151 0.5285 1.3544  0.0963
H: 0.6543 -1.1365 -0.9657  0.0510
H: 1.4676 1.1032 1.2060  -0.1468
H: 2.7020 1.2942 -0.3303  -0.1262

* total charge: 0
* energy relative to the best compared isomer or geometry (same formula, charge and spin): 42.1 kcal/mol
* Kohn-Sham gap: 10.11 eV
* HOMO level: -9.6 eV

=====

DFT (ωB97M-V with the def2-TZVPD basis set) results for a molecular structure, C42H39BeN3OP2STe.

Last column: Löwdin charge in e.
Cartesian coordinates (Å):
Be: -0.0418 -1.0218 -0.2516  -0.2371
Te: 1.8729 2.6539 -1.4772  1.2702
C: 2.7126 4.2301 -0.3310  -0.5472
C: 2.7873 4.1611 1.0510  -0.1401
C: 3.3239 5.2313 1.7513  -0.1558
N: 3.7826 6.3429 1.1779  0.0450
C: 3.7083 6.3979 -0.1528  -0.1645
C: 3.1886 5.3848 -0.9424  -0.1443
C: 1.4110 1.3447 0.0297  -0.9832
P: 1.9920 -0.3413 -0.0003  0.8646
C: 3.3785 -0.5412 -1.1517  -0.3761
C: 3.1401 -1.0824 -2.4127  -0.1043
C: 4.1710 -1.1736 -3.3381  -0.0786
C: 5.4406 -0.7241 -3.0061  -0.0840
C: 5.6840 -0.1884 -1.7483  -0.0763
C: 4.6574 -0.0994 -0.8216  -0.0838
C: 2.6897 -0.7630 1.6380  -0.3502
C: 2.6935 -2.1028 2.0255  -0.0933
C: 3.1310 -2.4682 3.2897  -0.0850
C: 3.5539 -1.4915 4.1832  -0.0879
C: 3.5422 -0.1549 3.8088  -0.0755
C: 3.1103 0.2066 2.5402  -0.0920
P: -0.2242 0.9957 0.6398  0.8967
C: -0.1960 1.1946 2.4570  -0.3340
C: -0.4526 0.0803 3.2485  -0.0903
C: -0.3266 0.1538 4.6313  -0.0803
C: 0.0563 1.3450 5.2275  -0.0883
C: 0.3132 2.4646 4.4424  -0.0777
C: 0.1905 2.3881 3.0649  -0.0913
C: -1.4962 2.1655 0.0796  -0.3409
C: -2.7394 1.6437 -0.2725  -0.1024
C: -3.7717 2.4824 -0.6710  -0.0959
C: -3.5623 3.8524 -0.7343  -0.0828
C: -2.3233 4.3805 -0.3940  -0.0709
C: -1.2955 3.5428 0.0131  -0.1075
H: 2.4307 3.2747 1.5620  0.0472
H: 3.3895 5.1923 2.8342  0.1013
H: 4.0856 7.3047 -0.6137  0.1004
H: 3.1614 5.5082 -2.0193  0.0904
H: 2.1481 -1.4320 -2.6687  0.0562
H: 3.9829 -1.5958 -4.3168  0.1035
H: 6.2447 -0.7934 -3.7278  0.1021
H: 6.6753 0.1623 -1.4916  0.1043
H: 4.8443 0.3191 0.1600  0.1074
H: 2.3411 -2.8560 1.3269  0.1028
H: 3.1334 -3.5098 3.5853  0.1002
H: 3.8838 -1.7716 5.1757  0.1003
H: 3.8586 0.6070 4.5102  0.1049
H: 3.0632 1.2488 2.2477  0.0873
H: -0.7291 -0.8568 2.7765  0.0963
H: -0.5161 -0.7226 5.2379  0.1031
H: 0.1602 1.4035 6.3036  0.1008
H: 0.6139 3.3951 4.9077  0.1031
H: 0.4150 3.2561 2.4570  0.0883
H: -2.8997 0.5717 -0.2242  0.0956
H: -4.7390 2.0676 -0.9275  0.1019
H: -4.3637 4.5095 -1.0475  0.1023
H: -2.1554 5.4485 -0.4466  0.1065
H: -0.3321 3.9684 0.2651  0.0764
C: -3.2576 0.1397 -5.0725  -0.0674
C: -2.9718 0.3913 -3.5997  -0.2347
N: -3.1074 -0.8154 -2.7814  -0.1058
C: -4.4595 -1.3833 -2.6827  -0.1994
C: -4.6404 -2.6372 -3.5253  -0.0700
C: -2.1047 -1.3527 -2.0856  -0.6448
S: -0.4867 -0.7380 -2.2506  0.8228
N: -2.4270 -2.4327 -1.3460  0.1247
C: -1.7331 -2.8789 -0.3260  -0.3678
O: -0.7973 -2.2694 0.2979  -0.0714
C: -2.1054 -4.2132 0.2117  -0.1309
C: -1.2535 -4.8479 1.1116  -0.0114
C: -1.5748 -6.1026 1.6046  -0.0712
C: -2.7559 -6.7199 1.2134  -0.0810
C: -3.6138 -6.0832 0.3263  -0.0747
C: -3.2886 -4.8343 -0.1773  -0.0203
H: -3.1173 1.0675 -5.6275  0.0799
H: -4.2809 -0.1974 -5.2420  0.0665
H: -2.5738 -0.6073 -5.4776  0.0843
H: -3.6557 1.1423 -3.1964  0.1094
H: -1.9656 0.7757 -3.4731  0.0634
H: -5.1462 -0.5988 -3.0019  0.1184
H: -4.6699 -1.6030 -1.6381  0.1134
H: -4.4509 -2.4393 -4.5798  0.0658
H: -5.6623 -3.0061 -3.4251  0.0791
H: -3.9562 -3.4144 -3.1884  0.0622
H: -0.3456 -4.3458 1.4180  0.1125
H: -0.9062 -6.5995 2.2952  0.1042
H: -3.0095 -7.6973 1.6035  0.1032
H: -4.5379 -6.5612 0.0284  0.1034
H: -3.9425 -4.3274 -0.8737  0.1000

* total charge: 0
* energy relative to the best compared isomer or geometry (same formula, charge and spin): 0.0 kcal/mol
* Kohn-Sham gap: 6.79 eV
* HOMO level: -7.0 eV

=====

DFT (ωB97M-V with the def2-TZVPD basis set) results for 2 unconnected molecules or ions with the total composition C2H4O2S2.

Last column: Löwdin charge in e.
Cartesian coordinates (Å):
C: -0.4928 -1.1483 -2.2134  -0.4075
C: -1.2202 0.5693 -0.0020  -0.3508
O: 3.2438 0.1745 0.9050  -0.4283
O: 1.5122 -0.1052 2.5929  -0.4440
S: -0.3972 -0.9698 -0.6124  0.7455
S: 2.4773 -0.7211 1.7219  0.8497
H: -1.0285 -0.3553 -2.7371  -0.0564
H: -1.2276 0.5289 1.0790  0.0216
H: -2.2302 0.6112 -0.3948  0.0347
H: -0.6368 1.4157 -0.3392  0.0355

* total charge: 0
* energy relative to the best compared isomer or geometry (same formula, charge and spin): 76.4 kcal/mol
* Kohn-Sham gap: 7.60 eV
* HOMO level: -8.9 eV

=====

DFT (ωB97M-V with the def2-TZVPD basis set) results for a gas-phase ion, C2H6N3 (charge +1).

Last column: Löwdin charge in e.
Cartesian coordinates (Å):
C: 0.1652 -0.1145 -0.2895  -0.3142
C: -1.1603 -0.5828 -0.0306  0.0336
N: 1.3549 -0.4516 0.2622  0.1564
N: 0.5033 0.7498 -1.3430  0.1879
N: -1.8417 -0.2531 0.9890  0.1524
H: 2.1483 -0.7922 -0.2550  0.1304
H: 1.4801 -0.7693 1.2410  0.1456
H: 0.0240 0.7990 -2.1906  0.0971
H: 1.3785 1.2150 -1.3369  0.1125
H: -2.7887 -0.6048 0.9212  0.1304
H: -1.6196 0.3049 1.8364  0.1680

* total charge: +1
* energy relative to the best compared isomer or geometry (same formula, charge and spin): 47.1 kcal/mol
* Kohn-Sham gap: 9.68 eV
* HOMO level: -14.2 eV